No. 1
An isolated ion of composition C3H4N4 and charge +2, computed with ωB97M-V with the def2-TZVPD basis set.

Last column: natural (NBO) charge in e.
Positions of all 11 atoms, in Å:
C1 -0.707 0.896 -3.114  0.7358
C2 -0.405 -0.044 -0.975  0.8438
C3 -0.561 -0.554 0.320  -0.8415
N1 -0.265 2.094 -3.365  -0.1525
N2 0.187 2.542 -2.240  0.3517
N3 -0.476 0.125 -2.157  -0.3912
N4 0.006 2.384 -1.114  -0.1457
H1 -0.510 -1.663 0.394  0.4066
H2 -1.528 -0.436 0.669  0.3700
H3 0.158 -0.138 1.061  0.3565
H4 0.499 2.769 -0.377  0.4666

structure (SMILES)	[H]/N=N/[N+]#C[N+]#CC
highest occupied orbital energy (spin up / spin down)	-21.49 / -21.30	eV
strongest force on any atom	0.072	hartree/bohr
frontier orbital gap (spin up / spin down)	8.482 / 8.421	eV
relative energy (zero: lowest compared OMol25 entry of this formula, charge and spin)	13.7	kcal/mol
net charge	+2

No. 2
An isolated ion of composition C5H15N2 and charge +1, computed with ωB97M-V with the def2-TZVPD basis set.

Last column: natural (NBO) charge in e.
Positions of all 22 atoms, in Å:
C1 -0.172 -1.453 1.414  -0.1980
C2 0.490 -0.108 1.448  -0.4538
C3 -0.241 1.238 1.079  -0.4022
C4 -0.124 1.836 -0.349  -0.4427
C5 0.523 1.005 -1.428  -0.2234
N1 -0.394 0.029 -2.017  -0.8401
N2 -0.024 -2.201 0.060  -0.6833
H1 -1.233 -1.443 1.613  0.2257
H2 0.304 -2.143 2.070  0.2254
H3 1.477 -0.145 0.965  0.2202
H4 0.722 0.034 2.497  0.2542
H5 -1.249 1.139 1.438  0.2116
H6 0.249 1.930 1.766  0.2334
H7 0.513 2.707 -0.214  0.2282
H8 -1.062 2.317 -0.647  0.2259
H9 0.908 1.644 -2.223  0.2273
H10 1.346 0.476 -0.969  0.1724
H11 -1.026 0.480 -2.692  0.3904
H12 -1.010 -0.302 -1.290  0.3079
H13 0.892 -2.617 -0.049  0.4385
H14 -0.249 -1.641 -0.752  0.4486
H15 -0.679 -2.970 0.060  0.4340

structure (SMILES)	NCCCCC[NH3+]
highest occupied orbital energy	-13.40	eV
strongest force on any atom	0.030	hartree/bohr
frontier orbital gap	9.972	eV
relative energy (zero: lowest compared OMol25 entry of this formula, charge and spin)	27.2	kcal/mol
net charge	+1

No. 3
A 2-piece molecular cluster, C4H11NO overall, computed with ωB97M-V with the def2-TZVPD basis set.

Last column: natural (NBO) charge in e.
Positions of all 17 atoms, in Å:
C1 -1.906 -0.613 1.073  -0.5566
C2 -0.877 0.176 0.754  0.0229
N1 -0.226 0.177 -0.465  -0.6124
C3 0.575 1.249 -1.014  -0.2138
C4 0.384 1.382 -2.516  -0.6311
H1 -2.047 -0.962 2.091  0.2117
H2 -2.541 -1.127 0.359  0.1925
H3 -0.310 0.779 1.461  0.1912
H4 -0.645 -0.403 -1.170  0.3733
H5 0.277 2.195 -0.561  0.1855
H6 1.635 1.150 -0.783  0.1890
H7 0.579 2.430 -2.791  0.2194
H8 1.145 0.937 -3.165  0.2163
H9 -0.626 1.174 -2.864  0.2125
H10 1.691 -2.965 1.924  0.4628
H11 0.916 -1.817 1.380  0.4739
O1 1.593 -2.008 2.045  -0.9372

structure (SMILES)	C=CNCC.O
highest occupied orbital energy	-7.96	eV
strongest force on any atom	0.033	hartree/bohr
frontier orbital gap	8.933	eV
relative energy (zero: lowest compared OMol25 entry of this formula, charge and spin)	41.5	kcal/mol
net charge	0

No. 4
C2HF3INO2 in the gas phase, computed with ωB97M-V with the def2-TZVPD basis set.

Last column: natural (NBO) charge in e.
Positions of all 10 atoms, in Å:
C1 -0.413 1.380 -0.805  -0.0520
C2 0.663 -1.226 -0.093  0.9124
N1 -0.108 -1.040 1.022  0.3138
O1 -1.295 -1.344 0.966  -0.3840
O2 0.337 -0.222 1.932  -0.4271
F1 0.673 2.124 -1.333  -0.3732
F2 1.860 -0.748 -0.079  -0.2299
F3 0.302 -2.061 -1.048  -0.2425
I1 -0.987 1.786 1.144  0.3032
H1 -1.032 1.351 -1.707  0.1793

⟨S²⟩	2.020
highest occupied orbital energy (spin up / spin down)	-8.10 / -9.33	eV
strongest force on any atom	0.075	hartree/bohr
multiplicity	3
frontier orbital gap (spin up / spin down)	8.149 / 6.511	eV
relative energy (zero: lowest compared OMol25 entry of this formula, charge and spin)	0.0	kcal/mol
net charge	0

No. 5
C5H7F in the gas phase, computed with ωB97M-V with the def2-TZVPD basis set.

Last column: natural (NBO) charge in e.
Positions of all 13 atoms, in Å:
C1 0.267 -1.346 0.643  -0.2437
C2 -0.162 -0.172 0.105  0.0750
C3 1.180 0.238 -0.356  -0.4700
C4 1.707 -1.012 0.405  0.2094
C5 -1.486 0.453 -0.358  -0.6358
F1 2.422 -1.979 -0.251  -0.3509
H1 -0.290 -2.103 1.005  0.1978
H2 1.526 0.193 -1.370  0.2168
H3 1.538 1.118 -0.044  0.1941
H4 2.122 -0.793 1.313  0.1508
H5 -1.341 1.494 0.052  0.2134
H6 -2.231 -0.055 0.070  0.2159
H7 -1.498 0.644 -1.395  0.2274

structure (SMILES)	CC1=C[C@@H](F)C1
highest occupied orbital energy	-9.32	eV
strongest force on any atom	0.118	hartree/bohr
frontier orbital gap	10.338	eV
relative energy (zero: lowest compared OMol25 entry of this formula, charge and spin)	42.2	kcal/mol
net charge	0

No. 6
A 2-piece molecular cluster, C3H9NO2S overall, computed with ωB97M-V with the def2-TZVPD basis set.

Last column: natural (NBO) charge in e.
Positions of all 16 atoms, in Å:
O1 -1.989 -0.374 -1.722  -0.6110
C1 -1.029 -0.614 -1.021  0.5329
N1 -0.013 0.246 -0.785  -0.6139
C2 1.364 -0.100 -0.536  -0.2347
C3 1.850 0.315 0.857  -0.5193
S1 1.635 -0.971 2.155  -0.0362
H1 -0.815 -1.627 -0.638  0.1128
H2 -0.159 1.197 -1.098  0.4036
H3 1.438 -1.187 -0.653  0.2062
H4 2.069 0.286 -1.275  0.2145
H5 2.881 0.655 0.883  0.2258
H6 1.175 1.103 1.193  0.2270
H7 0.699 -1.639 1.482  0.1062
H8 -3.713 0.842 0.718  0.4636
H9 -2.560 0.645 -0.147  0.4692
O2 -2.833 1.222 0.586  -0.9467

structure (SMILES)	O=CNCCS.O
highest occupied orbital energy	-9.35	eV
strongest force on any atom	0.038	hartree/bohr
frontier orbital gap	10.105	eV
relative energy (zero: lowest compared OMol25 entry of this formula, charge and spin)	32.0	kcal/mol
net charge	0